Formula: C2H5OSm
Source: the Open Molecules 2025 dataset
Level of theory: ωB97M-V with the def2-TZVPD basis set

```
9
Properties=species:S:1:pos:R:3:forces:R:3
C -0.1002 -0.5560 -0.0404 0.06 1.08 0.07
C -1.2405 0.4048 0.0567 -0.61 -0.45 0.00
H 0.0328 -1.1832 0.8575 -0.05 -0.20 -0.59
H -0.0358 -1.0741 -1.0120 -0.04 -0.26 0.56
H -1.8148 0.2926 0.9893 0.09 0.10 -0.20
H -1.9256 0.3495 -0.8035 0.12 0.11 0.19
Sm 3.6280 0.1318 -0.0552 -0.77 0.06 0.00
O 1.0714 0.3807 -0.0271 0.16 1.51 0.09
H 0.3847 1.2539 0.0347 1.05 -1.96 -0.13
```
Positions in Å, forces in eV/Å.

Energy above the lowest of the compared OMol25 structures with the same formula, charge and spin ... 46.2 kcal/mol
Total energy ... -812.24702 Eh
Charge ... -1
LUMO (alpha / beta) ... 3.196 / 3.262 eV
2S+1 ... 7